Formula: C6H11N
Source: the Open Molecules 2025 dataset
Level of theory: the ωB97M-V functional and the def2-TZVPD basis

Last column: Löwdin spin population.
Positions of all 18 atoms, in Å:
1 N 0.2368 0.1736 1.7556  0.014
2 C 2.7609 -0.6502 0.7236  0.313
3 C 1.5634 -0.6607 -0.0059  0.170
4 C -0.6810 0.3700 -1.9055  0.042
5 C -0.7882 0.0998 -0.4441  0.203
6 C 0.3279 -0.1009 0.3783  0.086
7 C -2.1450 0.3719 0.1335  0.042
8 H -0.8265 1.4354 -2.1609  0.019
9 H -2.2017 -0.0291 1.1456  0.000
10 H 3.6079 -1.1306 0.2503  0.034
11 H -0.4687 0.7562 2.1644  0.002
12 H -2.9264 -0.0799 -0.4776  0.009
13 H -1.4200 -0.1440 -2.5397  0.004
14 H 1.5587 -1.0748 -1.0095  0.002
15 H 0.2913 0.1273 -2.3157  0.002
16 H 2.8619 -0.4020 1.7713  0.040
17 H 0.6344 -0.5122 2.3750  0.002
18 H -2.3857 1.4502 0.1613  0.017

Summary:
* maximum force: 0.702 eV Å⁻¹
* 2S+1: 2
* LUMO energy (spin up / spin down): 4.24 / 4.18 eV
* charge: -1
* energy: -7888.44580 eV
* gap between HOMO and LUMO (spin up / spin down): 3.813 / 6.203 eV
* ⟨S²⟩: 0.767
* relative energy (zero: lowest compared OMol25 entry of this formula, charge and spin): 1.85 kJ/mol
* molar mass: 97.2 g mol⁻¹

***

Formula: C6H11N
Source: the Open Molecules 2025 dataset
Level of theory: the ωB97M-V functional and the def2-TZVPD basis

Last column: natural (NBO) charge in e.
Positions of all 18 atoms, in Å:
1 N -2.2571 -0.0165 -0.4616  -0.531
2 C 2.4138 -0.0861 -0.3791  -0.605
3 C 1.1506 0.0401 0.4709  -0.234
4 C -0.9308 0.4849 -0.5242  -0.064
5 C 0.2463 1.2578 0.3060  -0.430
6 C -1.2114 -0.4972 0.4827  -0.145
7 C 0.0691 -1.2039 0.0328  -0.393
8 H -2.8718 0.4845 0.2961  0.359
9 H -0.2774 1.4184 1.2485  0.207
10 H 1.5374 -0.2610 1.3920  0.212
11 H 0.4877 2.3334 -0.0343  0.232
12 H -0.0186 -1.4784 -0.9487  0.211
13 H 2.1337 0.1412 -1.3165  0.192
14 H 2.9318 -1.0691 -0.5493  0.218
15 H -1.2641 -0.3751 1.5284  0.191
16 H 3.2398 0.6194 -0.0842  0.204
17 H -0.0026 -2.0311 0.7905  0.202
18 H -0.5213 0.3606 -1.4261  0.174

Summary:
* maximum force: 7.362 eV Å⁻¹
* LUMO energy: 1.08 eV
* charge: 0
* energy: -7883.79382 eV
* gap between HOMO and LUMO: 8.848 eV
* relative energy (zero: lowest compared OMol25 entry of this formula, charge and spin): 650.08 kJ/mol
* molar mass: 97.2 g mol⁻¹

***

Formula: C6H11N
Source: the Open Molecules 2025 dataset
Level of theory: the ωB97M-V functional and the def2-TZVPD basis

Last column: natural (NBO) charge in e.
Positions of all 18 atoms, in Å:
1 N -0.1551 0.7201 1.9182  -0.639
2 C -3.0821 0.0307 -0.9983  -0.649
3 C 1.9817 -0.5447 1.3756  -0.429
4 C 3.1825 0.0691 0.7020  -0.612
5 C 0.8661 0.1007 1.6238  0.418
6 C -1.6432 0.4453 -1.1073  -0.200
7 C -0.6204 -0.3874 -1.2916  -0.397
8 H 3.5290 -0.5567 -0.1283  0.213
9 H -0.7704 -1.4625 -1.3740  0.193
10 H -3.6729 0.4648 -1.8134  0.221
11 H -1.4437 1.5165 -1.0367  0.198
12 H 0.4038 -0.0310 -1.3637  0.205
13 H -3.5271 0.3826 -0.0596  0.218
14 H 2.9540 1.0625 0.3048  0.216
15 H 4.0167 0.1741 1.4058  0.214
16 H -3.1858 -1.0581 -1.0410  0.213
17 H -0.8640 0.6540 1.1817  0.381
18 H 2.0309 -1.5801 1.7020  0.238

Summary:
* SMILES: CC=C=N.C=CC
* maximum force: 0.607 eV Å⁻¹
* LUMO energy: 1.02 eV
* charge: 0
* energy: -7888.42157 eV
* gap between HOMO and LUMO: 9.659 eV
* relative energy (zero: lowest compared OMol25 entry of this formula, charge and spin): 203.57 kJ/mol
* molar mass: 97.2 g mol⁻¹

***

Formula: C6H11N
Source: the Open Molecules 2025 dataset
Level of theory: the ωB97M-V functional and the def2-TZVPD basis

Last column: natural (NBO) charge in e.
Positions of all 18 atoms, in Å:
1 N -0.3221 1.5771 -0.8587  -0.847
2 C 1.4993 1.9851 1.4040  -0.413
3 C 0.0633 0.4742 -0.0120  0.093
4 C 0.9945 0.7571 1.0054  -0.207
5 C -0.4492 -0.7369 -0.2784  0.000
6 C -1.7644 -0.9719 -0.9362  -0.644
7 C 0.2759 -2.0211 0.1334  -0.654
8 H 1.1161 2.8566 0.9597  0.172
9 H -0.6737 1.1929 -1.7220  0.380
10 H 0.8338 -1.7764 1.0583  0.213
11 H 1.5213 -0.0510 1.3974  0.201
12 H -2.5221 -0.9913 -0.2152  0.232
13 H 1.9909 2.1803 2.3957  0.211
14 H -1.7749 -1.7417 -1.7266  0.218
15 H -0.3565 -2.8975 0.3626  0.226
16 H -1.9980 -0.1184 -1.5537  0.202
17 H 1.1429 -2.0073 -0.6221  0.232
18 H 0.4227 2.2902 -0.7916  0.386

Summary:
* SMILES: C=CC(N)=C(C)C
* maximum force: 4.227 eV Å⁻¹
* LUMO energy: 0.83 eV
* charge: 0
* energy: -7888.05145 eV
* gap between HOMO and LUMO: 8.290 eV
* relative energy (zero: lowest compared OMol25 entry of this formula, charge and spin): 239.28 kJ/mol
* molar mass: 97.2 g mol⁻¹

***

Formula: C6H11N
Source: the Open Molecules 2025 dataset
Level of theory: the ωB97M-V functional and the def2-TZVPD basis

Last column: natural (NBO) charge in e.
Positions of all 18 atoms, in Å:
1 N 0.4925 -0.3007 -0.2231  -0.607
2 C 0.3195 -1.1114 0.9794  -0.270
3 C -0.3776 0.8985 -2.0491  -0.298
4 C -1.5107 1.6467 -2.7583  -0.641
5 C 1.3981 -0.9048 2.0091  -0.169
6 C -0.5107 0.0750 -0.9983  0.006
7 C 1.0809 -0.8739 3.3733  -0.402
8 H 1.1106 0.4990 -0.0769  0.384
9 H -2.4065 1.5741 -2.1553  0.208
10 H -1.2416 2.7503 -2.8486  0.222
11 H -1.4885 -0.3373 -0.6567  0.170
12 H 0.3547 -2.1594 0.6461  0.193
13 H 1.7271 -0.4407 4.0929  0.204
14 H -1.7448 1.0190 -3.6805  0.215
15 H 0.7188 0.9664 -2.4437  0.189
16 H -0.5804 -0.9719 1.5691  0.186
17 H 2.4658 -0.9210 1.5343  0.211
18 H 0.1930 -1.4077 3.6863  0.198

Summary:
* SMILES: C=CCN/C=C/C
* maximum force: 4.292 eV Å⁻¹
* LUMO energy: 1.04 eV
* charge: 0
* energy: -7887.49986 eV
* gap between HOMO and LUMO: 8.583 eV
* relative energy (zero: lowest compared OMol25 entry of this formula, charge and spin): 292.50 kJ/mol
* molar mass: 97.2 g mol⁻¹

***

Formula: C6H11N
Source: the Open Molecules 2025 dataset
Level of theory: the ωB97M-V functional and the def2-TZVPD basis

Last column: natural (NBO) charge in e.
Positions of all 18 atoms, in Å:
1 N 1.4205 -1.1576 -1.0226  -0.759
2 C -0.2898 0.1155 0.1347  0.086
3 C 1.1822 0.8974 0.6968  -0.056
4 C 1.8383 1.5254 1.4833  -0.178
5 C 0.8477 0.0215 -0.8237  0.038
6 C -1.3595 1.1445 -0.0901  -0.633
7 C -0.6136 -1.0499 1.0229  -0.650
8 H 0.2245 -1.7403 1.0763  0.260
9 H -2.1948 0.6838 -0.6209  0.233
10 H -1.0004 1.9878 -0.6788  0.224
11 H -0.8600 -0.6896 2.0214  0.218
12 H 2.4244 2.0468 2.1916  0.239
13 H -1.1050 -1.6269 -1.8514  -0.078
14 H 0.8254 0.8142 -1.5877  0.202
15 H -0.3410 -1.8154 -1.7547  0.056
16 H -1.4733 -1.5856 0.6134  0.236
17 H -1.7214 1.5201 0.8688  0.223
18 H 2.1958 -1.0919 -1.6791  0.340

Summary:
* maximum force: 4.141 eV Å⁻¹
* LUMO energy: 0.35 eV
* charge: 0
* energy: -7884.74702 eV
* gap between HOMO and LUMO: 8.792 eV
* relative energy (zero: lowest compared OMol25 entry of this formula, charge and spin): 558.11 kJ/mol
* molar mass: 97.2 g mol⁻¹

***

Formula: C6H11N
Source: the Open Molecules 2025 dataset
Level of theory: the ωB97M-V functional and the def2-TZVPD basis

Last column: natural (NBO) charge in e.
Positions of all 18 atoms, in Å:
1 N -0.4971 -0.3079 0.1939  -0.414
2 C 0.7765 -0.1531 -0.2628  -0.018
3 C -1.1929 0.7843 0.8603  -0.256
4 C -1.6931 0.2256 -0.4278  -0.074
5 C 1.9181 0.0430 0.5108  -0.257
6 C -2.9488 -0.6589 -0.2542  -0.629
7 C 3.2542 0.0795 -0.1284  -0.636
8 H -1.5918 0.7891 -1.4064  0.209
9 H -1.5060 0.6388 1.9119  0.208
10 H -0.5168 1.6259 0.8337  0.196
11 H -3.8676 -0.1297 0.3195  0.220
12 H 3.0991 -0.3811 -1.0708  0.208
13 H 1.9600 0.1497 1.6022  0.199
14 H 4.1805 -0.2259 0.4741  0.223
15 H 3.5349 1.2145 -0.3993  0.198
16 H 0.9639 -0.3143 -1.2641  0.177
17 H -3.2518 -1.0338 -1.2525  0.214
18 H -2.6256 -1.6226 0.4167  0.232

Summary:
* SMILES: C/C=C/N1C[C@@H]1C
* maximum force: 4.788 eV Å⁻¹
* LUMO energy: 1.17 eV
* charge: 0
* energy: -7887.26649 eV
* gap between HOMO and LUMO: 8.877 eV
* relative energy (zero: lowest compared OMol25 entry of this formula, charge and spin): 315.01 kJ/mol
* molar mass: 97.2 g mol⁻¹

***

Formula: C6H11N
Source: the Open Molecules 2025 dataset
Level of theory: the ωB97M-V functional and the def2-TZVPD basis

Last column: natural (NBO) charge in e.
Positions of all 18 atoms, in Å:
1 N -0.1746 -1.1518 -0.8302  -0.638
2 C -1.5430 0.5490 -0.2490  -0.395
3 C -0.2334 1.2208 -0.0842  -0.485
4 C -0.1387 -0.6810 1.1541  -0.376
5 C 2.0309 -0.0101 -0.1671  -0.644
6 C 0.5448 -0.1097 -0.1029  0.107
7 C -1.2558 -0.9580 0.1846  -0.073
8 H 2.3899 0.8756 0.4957  0.215
9 H -2.1862 -1.4845 0.2935  0.216
10 H -0.3169 -1.2002 -1.9493  0.368
11 H -0.1815 1.6605 -1.1353  0.233
12 H 0.5223 -1.3401 1.4676  0.213
13 H -2.2832 1.1912 0.3504  0.201
14 H 2.8613 -0.1289 -1.0581  0.242
15 H -2.0623 0.2823 -1.3507  0.200
16 H -0.2781 0.4030 1.7033  0.179
17 H 2.4563 -0.8469 0.3675  0.213
18 H -0.1518 1.7289 0.9100  0.224

Summary:
* maximum force: 6.407 eV Å⁻¹
* LUMO energy: 1.05 eV
* charge: 0
* energy: -7885.35271 eV
* gap between HOMO and LUMO: 9.803 eV
* relative energy (zero: lowest compared OMol25 entry of this formula, charge and spin): 499.67 kJ/mol
* molar mass: 97.2 g mol⁻¹

***

Formula: C6H11N
Source: the Open Molecules 2025 dataset
Level of theory: the ωB97M-V functional and the def2-TZVPD basis

Last column: natural (NBO) charge in e.
Positions of all 18 atoms, in Å:
1 N 1.4823 -0.5260 -0.2777  -0.610
2 C -2.9280 -0.6998 1.6066  -0.418
3 C -0.6390 -0.4637 0.7991  -0.347
4 C -2.0564 0.0475 0.9031  -0.204
5 C 2.6804 0.0807 -0.7339  -0.417
6 C 0.2379 0.0642 -0.1302  0.228
7 C 0.0456 1.1407 -1.0875  -0.684
8 H -3.9866 -0.6167 1.7498  0.195
9 H 0.9105 1.5876 -1.5849  0.231
10 H -2.2792 0.5996 0.0404  0.201
11 H 3.5075 -0.7143 -0.6444  0.211
12 H 1.5657 -1.3713 0.2941  0.381
13 H -2.5961 -1.7018 1.8930  0.180
14 H 2.5961 0.3730 -1.8354  0.200
15 H -0.3913 -1.3591 1.4299  0.199
16 H -0.5286 1.8251 -0.5207  0.235
17 H -0.6536 0.8912 -1.8971  0.233
18 H 3.0330 0.8431 -0.0042  0.187

Summary:
* SMILES: C=C/C=C(\C)NC
* maximum force: 3.859 eV Å⁻¹
* LUMO energy: 0.97 eV
* charge: 0
* energy: -7887.96789 eV
* gap between HOMO and LUMO: 8.076 eV
* relative energy (zero: lowest compared OMol25 entry of this formula, charge and spin): 247.34 kJ/mol
* molar mass: 97.2 g mol⁻¹

***

Formula: C6H11N
Source: the Open Molecules 2025 dataset
Level of theory: the ωB97M-V functional and the def2-TZVPD basis

Last column: natural (NBO) charge in e.
Positions of all 18 atoms, in Å:
1 N -0.3013 -1.7757 0.5680  -0.621
2 C -0.8526 -0.9412 -0.5337  -0.230
3 C -0.2295 1.4871 -1.3253  -0.607
4 C 1.3488 -0.2368 -0.0282  -0.403
5 C 0.5903 -0.8058 1.1994  -0.055
6 C -0.0523 0.3322 -0.3691  -0.049
7 C -0.2035 0.5062 1.1771  -0.417
8 H -1.2531 1.8571 -1.3105  0.212
9 H 1.1085 -1.1947 2.0621  0.203
10 H -1.1859 0.5214 1.6550  0.195
11 H -0.7006 -1.4226 -1.5061  0.190
12 H 0.3618 1.3864 1.5212  0.203
13 H -0.0063 1.2236 -2.3672  0.213
14 H -1.0086 -2.0734 1.2170  0.355
15 H -1.9377 -0.7840 -0.3943  0.184
16 H 2.0718 0.5771 0.2011  0.206
17 H 0.4375 2.3151 -1.0740  0.213
18 H 1.8127 -0.9719 -0.6922  0.208

Summary:
* maximum force: 1.133 eV Å⁻¹
* LUMO energy: 0.99 eV
* charge: 0
* energy: -7889.37879 eV
* gap between HOMO and LUMO: 9.654 eV
* relative energy (zero: lowest compared OMol25 entry of this formula, charge and spin): 111.21 kJ/mol
* molar mass: 97.2 g mol⁻¹

***

Question: maximum force of number 2 (C6H11N)?
Answer: 7.362 eV Å⁻¹

***

Question: Number 3 is which compound?
Answer: C6H11N

***

Repeat the eighth record exactly.
Formula: C6H11N
Source: the Open Molecules 2025 dataset
Level of theory: the ωB97M-V functional and the def2-TZVPD basis

Last column: natural (NBO) charge in e.
Positions of all 18 atoms, in Å:
1 N -0.1746 -1.1518 -0.8302  -0.638
2 C -1.5430 0.5490 -0.2490  -0.395
3 C -0.2334 1.2208 -0.0842  -0.485
4 C -0.1387 -0.6810 1.1541  -0.376
5 C 2.0309 -0.0101 -0.1671  -0.644
6 C 0.5448 -0.1097 -0.1029  0.107
7 C -1.2558 -0.9580 0.1846  -0.073
8 H 2.3899 0.8756 0.4957  0.215
9 H -2.1862 -1.4845 0.2935  0.216
10 H -0.3169 -1.2002 -1.9493  0.368
11 H -0.1815 1.6605 -1.1353  0.233
12 H 0.5223 -1.3401 1.4676  0.213
13 H -2.2832 1.1912 0.3504  0.201
14 H 2.8613 -0.1289 -1.0581  0.242
15 H -2.0623 0.2823 -1.3507  0.200
16 H -0.2781 0.4030 1.7033  0.179
17 H 2.4563 -0.8469 0.3675  0.213
18 H -0.1518 1.7289 0.9100  0.224

Summary:
* maximum force: 6.407 eV Å⁻¹
* LUMO energy: 1.05 eV
* charge: 0
* energy: -7885.35271 eV
* gap between HOMO and LUMO: 9.803 eV
* relative energy (zero: lowest compared OMol25 entry of this formula, charge and spin): 499.67 kJ/mol
* molar mass: 97.2 g mol⁻¹

***

Question: Which value of charge does entry 10 give?
Answer: 0